Here is a structure of composition C44H68N5O6SSn at a distorted geometry from OMol25. Energies are from ωB97M-V/def2-TZVPD.

The value obtained for the gap between HOMO and LUMO (spin up / spin down) is 0.2069 / 0.2157 Ha. The energy above the lowest of the compared OMol25 structures with the same formula, charge and spin comes out at 0.898 eV. As for the total energy: -83130.978 eV. The HOMO energy (spin up / spin down) comes out at -9.7 / -9.8 eV.

```
! wB97M-V def2-TZVPD RIJCOSX def2/J DEFGRID3
* xyz 1 1
Sn -1.16554 1.03206 -0.09443
C 3.27116 -2.44247 6.01484
C 2.46737 -1.13325 5.97905
C 3.45728 0.03193 6.04138
C 1.54233 -1.04856 7.20143
C 1.62856 -1.10522 4.71316
C 1.70190 -0.11653 3.77742
C 0.89055 -0.13707 2.61821
N 0.88600 0.80238 1.67813
C 1.82731 1.71868 1.46559
C 3.19321 1.58433 1.79510
C 4.08627 2.59332 1.55961
C 3.59529 3.79492 0.99331
C 2.30252 3.97824 0.58382
C 1.35801 2.91320 0.76953
O 0.14337 2.99199 0.41942
C 1.85423 5.25939 -0.10380
C 0.70150 5.88335 0.69444
C 1.39206 4.92715 -1.52970
C 2.96938 6.30649 -0.19607
C 5.55968 2.39761 1.88511
C 5.69971 2.07774 3.37994
C 6.10476 1.22541 1.05369
C 6.40775 3.63448 1.58054
C -0.10381 -1.18984 2.43260
O -0.80567 -1.18391 1.37473
C -0.18532 -2.20053 3.45052
C 0.68655 -2.14139 4.50157
C -1.25608 -3.28254 3.37483
C -2.63894 -2.61699 3.37527
C -1.20517 -4.26140 4.55252
C -1.05926 -4.09419 2.08979
H 3.91909 -2.45600 6.88756
H 2.62512 -3.31408 6.06430
H 3.89524 -2.52787 5.12719
H 4.03335 -0.02806 6.96096
H 4.15621 -0.00803 5.20931
H 2.94413 0.99014 6.03308
H 2.13265 -1.04692 8.11426
H 0.96066 -0.12989 7.16823
H 0.85446 -1.88830 7.24723
H 2.30906 0.75786 3.93436
H 3.52417 0.62415 2.16519
H 4.29388 4.59731 0.84335
H -0.14733 5.20944 0.75079
H 1.03082 6.11257 1.70587
H 0.37970 6.80638 0.21814
H 0.54704 4.24439 -1.51568
H 1.09987 5.84237 -2.04003
H 2.19810 4.45816 -2.09147
H 3.33952 6.57840 0.78989
H 3.79751 5.96248 -0.81109
H 2.57030 7.20725 -0.65641
H 5.17991 1.15989 3.63661
H 6.74741 1.95447 3.64135
H 5.28583 2.88382 3.98035
H 5.60923 0.29076 1.30683
H 5.96287 1.41664 -0.00872
H 7.16940 1.10206 1.24005
H 6.07293 4.49188 2.15855
H 7.44323 3.43815 1.84861
H 6.38162 3.88113 0.52201
H 0.62326 -2.89898 5.26105
H -2.78470 -2.05740 4.29703
H -2.74526 -1.93279 2.53717
H -3.41524 -3.37643 3.30991
H -1.35776 -3.75522 5.50238
H -2.00236 -4.99270 4.43863
H -0.26051 -4.79979 4.57809
H -1.16720 -3.45470 1.22064
H -0.06796 -4.54361 2.08195
H -1.79933 -4.88791 2.03424
N 0.61905 -0.77028 -3.25920
C 1.29804 -2.02650 -3.62026
C 0.33776 -3.18976 -3.36621
C -0.06671 -3.28403 -1.88777
N -0.92106 -2.14732 -1.52599
C 1.19581 -3.35778 -1.02372
C 2.20110 -2.22994 -1.27016
N 1.65814 -0.94192 -0.81692
C 2.55790 -2.13127 -2.76136
H -0.37911 -0.94482 -3.12773
H 0.70409 0.10227 -3.88327
H 0.93658 -0.52331 -2.27612
H 1.57487 -2.01293 -4.68065
H 0.81492 -4.12348 -3.66068
H -0.55439 -3.06500 -3.98305
H -0.60795 -4.23490 -1.74654
H -0.98970 -2.07330 -0.51297
H -1.86544 -2.30660 -1.86651
H 1.69035 -4.30832 -1.23185
H 0.91573 -3.35843 0.03013
H 3.11701 -2.48498 -0.71455
H 2.39588 -0.29738 -0.55197
H 1.06271 -1.07627 -0.00604
H 3.14284 -3.00235 -3.05361
H 3.17495 -1.24562 -2.92365
C -4.10814 -4.85555 -3.81284
C -4.26495 -3.42031 -3.42836
C -4.44892 -2.45220 -4.41316
C -4.54029 -1.10997 -4.08702
C -4.42620 -0.72776 -2.76376
C -4.31094 -1.67258 -1.76210
C -4.23445 -3.01689 -2.09416
S -4.42313 0.98688 -2.29052
O -5.70136 1.40852 -1.83172
O -3.32584 1.11905 -1.33217
N -4.14786 1.80525 -3.69469
C -2.89352 1.78669 -4.41255
C -1.79908 2.75076 -3.89165
C -0.61130 1.87837 -3.51189
O 0.13659 1.46908 -4.40985
O -0.50333 1.49746 -2.30870
H -3.43240 -4.95387 -4.65992
H -5.07065 -5.26840 -4.11003
H -3.72824 -5.45335 -2.99000
H -4.51484 -2.75464 -5.44660
H -4.69061 -0.36398 -4.84922
H -4.27066 -1.34407 -0.73304
H -4.16036 -3.75838 -1.31216
H -4.65273 2.67654 -3.71206
H -3.12019 2.00121 -5.45982
H -2.52452 0.75795 -4.36447
H -2.14333 3.29106 -3.01363
H -1.51225 3.46044 -4.66680
*
```

Atom charges from the Mulliken analysis, given in e for atoms 1 to 5: atom 1 (Sn): 2.21, atom 2 (C): -1.71, atom 3 (C): 1.90, atom 4 (C): -2.16, atom 5 (C): -1.73

Here is a cluster of 10 separate species, C44H69ClNO20S in total at a distorted geometry from OMol25. Energies are from ωB97M-V/def2-TZVPD.

The value obtained for the gap between HOMO and LUMO is 0.2829 Ha. As for the total energy: -112539.930 eV. The HOMO energy comes out at -11.1 eV.

```
! wB97M-V def2-TZVPD RIJCOSX def2/J DEFGRID3
* xyz 1 1
O -0.24706 0.33031 3.19604
S -1.37934 -0.09764 2.35698
O -1.73356 -1.53098 2.48933
Cl -3.05864 0.98777 2.93489
C -1.13162 0.26697 0.58355
C 0.12920 1.18326 0.31318
C 0.35657 1.11057 -1.26410
C 1.77169 0.51220 -1.57872
C 1.79847 -0.60422 -2.66187
C 2.91278 -1.71991 -2.51676
C 2.51664 -2.59698 -3.73439
N 1.22026 -2.51160 -3.80604
C 0.60433 -1.60785 -2.78965
H -1.99649 0.76941 0.10738
H -0.91405 -0.70135 0.08222
H -0.03666 2.23101 0.63574
H 1.01789 0.81972 0.89076
H 0.33814 2.17240 -1.59526
H -0.47859 0.60520 -1.79035
H 2.39410 1.34756 -1.97710
H 2.31325 0.16046 -0.67763
H 1.97204 -0.18224 -3.67684
H 2.59458 -2.34119 -1.64358
H 3.96085 -1.41248 -2.37661
H 3.19356 -3.17216 -4.39881
H 0.69842 -2.97921 -4.54537
H -0.25776 -1.15443 -3.31810
H 0.25571 -2.10903 -1.85885
O 2.86622 0.83280 1.31101
C 3.37502 1.86682 1.66412
O 2.94306 3.07709 1.25792
C 3.82318 4.10174 1.76598
C 4.50547 3.47510 2.96315
C 4.57792 2.01117 2.56017
H 4.52997 4.37457 0.97877
H 3.24471 4.98092 2.03850
H 5.47329 3.92012 3.18817
H 3.87334 3.58121 3.84780
H 5.47822 1.78965 1.98230
H 4.50375 1.34892 3.41953
O -5.68951 3.64674 7.67517
C -4.98816 2.74830 7.30978
O -3.83499 2.93414 6.61573
C -3.29356 1.65865 6.23669
C -3.89221 0.66450 7.20787
C -5.25226 1.27465 7.49449
H -3.58237 1.44959 5.20559
H -2.20569 1.69096 6.29843
H -3.93878 -0.34965 6.81147
H -3.29966 0.63979 8.12610
H -6.00219 0.95487 6.76783
H -5.58484 1.06099 8.50767
O -6.57101 -0.59178 5.03519
C -7.03429 -0.35038 3.95739
O -7.16458 -1.26921 2.96910
C -7.65368 -0.63197 1.78005
C -8.33612 0.63426 2.25755
C -7.51323 0.99926 3.48188
H -6.80427 -0.42421 1.12268
H -8.34113 -1.30213 1.26542
H -8.37159 1.41661 1.49978
H -9.36238 0.41148 2.55834
H -6.64675 1.61207 3.22382
H -8.11470 1.49011 4.24354
O 5.08792 -3.64378 -6.20227
C 5.84903 -2.87155 -5.69099
O 5.53410 -2.16434 -4.57796
C 6.60431 -1.24785 -4.27200
C 7.82835 -1.82742 -4.95287
C 7.22680 -2.50482 -6.17544
H 6.33800 -0.26129 -4.66118
H 6.72961 -1.17910 -3.19075
H 8.58326 -1.07874 -5.18918
H 8.28921 -2.57753 -4.30880
H 7.13303 -1.81821 -7.01943
H 7.78587 -3.39108 -6.46558
O 9.31693 -3.95061 -1.71181
C 8.13733 -4.08014 -1.57844
O 7.26758 -4.11926 -2.62760
C 5.92555 -4.17029 -2.13346
C 6.03512 -4.71437 -0.72265
C 7.38543 -4.17695 -0.27413
H 5.50825 -3.15923 -2.15908
H 5.32533 -4.81531 -2.77614
H 5.20650 -4.41674 -0.07910
H 6.06408 -5.80616 -0.74890
H 7.30346 -3.18127 0.16207
H 7.88244 -4.85265 0.41443
O -1.84873 -2.21197 -5.13815
C -2.85016 -1.76447 -4.64558
O -2.87277 -0.61709 -3.92645
C -4.19324 -0.41591 -3.38589
C -5.11353 -1.22795 -4.27418
C -4.22130 -2.38642 -4.68549
H -4.20053 -0.76418 -2.34883
H -4.43504 0.64596 -3.40214
H -6.03122 -1.53460 -3.77859
H -5.38792 -0.64715 -5.15605
H -4.25839 -3.20725 -3.96594
H -4.45787 -2.74467 -5.68454
O -7.50962 -2.39791 -5.86873
C -8.50556 -1.94359 -5.38185
O -8.52893 -0.79080 -4.66639
C -9.84752 -0.58202 -4.13158
C -10.76918 -1.39441 -5.01831
C -9.88100 -2.56028 -5.42276
H -9.85995 -0.92518 -3.09351
H -10.08488 0.48058 -4.15354
H -11.69109 -1.69325 -4.52108
H -11.03817 -0.81393 -5.90375
H -9.92385 -3.37710 -4.69957
H -10.11517 -2.92267 -6.42081
O 3.30572 7.40330 2.54305
C 2.18101 7.67044 2.22728
O 1.64152 7.33377 1.02957
C 0.32143 7.89259 0.92132
C -0.12764 8.13128 2.34888
C 1.18394 8.44830 3.04898
H 0.38260 8.81847 0.34382
H -0.32771 7.19309 0.39632
H -0.87725 8.91649 2.43858
H -0.55193 7.21319 2.76272
H 1.43134 9.51002 2.99228
H 1.18474 8.11182 4.08300
O 7.42771 -3.67849 2.60850
C 6.74110 -2.99458 3.31292
O 7.06345 -1.72647 3.66533
C 6.09604 -1.22511 4.60132
C 4.85476 -2.06617 4.38109
C 5.44578 -3.40501 3.96927
H 6.50008 -1.33511 5.61076
H 5.91790 -0.16885 4.40791
H 4.20918 -2.11873 5.25697
H 4.26790 -1.65329 3.55584
H 5.67095 -4.03471 4.83201
H 4.80460 -3.93464 3.26832
*
```

Atom charges from the Mulliken analysis, given in e for atoms 1 to 5: atom 1 (O): -0.50, atom 2 (S): 1.04, atom 3 (O): -0.60, atom 4 (Cl): -0.26, atom 5 (C): -0.68

Here is a structure of composition C44H69GeN5O2P3Tl at a distorted geometry from OMol25. Energies are from ωB97M-V/def2-TZVPD.

The value obtained for the gap between HOMO and LUMO (spin up / spin down) is 0.1551 / 0.1317 Ha. As for the total energy: -147340.386 eV. The HOMO energy (spin up / spin down) comes out at -14.6 / -14.5 eV.

```
! wB97M-V def2-TZVPD RIJCOSX def2/J DEFGRID3
* xyz 3 2
Tl -0.08745 2.00333 -0.17765
C -3.33097 -2.82311 2.95242
C -2.82656 -1.66560 3.84131
C -2.19117 -2.06189 5.21499
P -1.86768 -0.33727 2.87357
C -0.08511 -1.11477 3.00188
N 0.34372 -1.98922 1.85693
Ge 0.57049 -1.32556 0.03503
N 2.58256 -1.29883 -0.57211
C 3.01461 -0.07211 -1.23952
P 2.90799 1.51455 -0.11793
C 4.07784 2.80030 -0.83793
C 3.46259 4.14593 -0.46470
C 4.34852 2.64784 -2.32174
C 3.74747 0.82510 1.41174
C 3.39880 1.79358 2.54936
C 5.22108 0.47009 1.19787
C 3.37842 -2.36435 -0.24127
C 4.78739 -2.42356 -0.24727
C 5.43955 -3.58107 0.23348
C 4.72218 -4.62899 0.82640
C 3.32648 -4.63300 0.79248
C 2.71379 -3.56955 0.18371
N 1.32320 -3.66737 -0.14395
C 0.49691 -4.19136 0.84748
C -0.05281 -5.48037 0.76449
C -0.54697 -6.10130 1.89902
C -0.46383 -5.44024 3.11837
C 0.02510 -4.12409 3.17384
C 0.33038 -3.37002 1.98161
C 1.01327 -3.79979 -1.49525
C 1.86379 -4.48677 -2.40811
C 1.41433 -4.79543 -3.66150
C 0.05060 -4.62914 -3.94904
C -0.76420 -3.86465 -3.14311
C -0.26109 -3.29146 -1.95070
N -0.87145 -2.37534 -1.16049
C -2.14086 -1.68051 -1.37301
P -1.89314 0.07303 -1.96916
C -3.59619 0.91647 -1.61288
C -3.78812 1.13864 -0.05259
C -4.71434 0.06967 -2.13165
C -2.08632 -0.24797 -3.82830
C -2.50479 1.02117 -4.58248
C -0.74106 -0.77462 -4.32598
C -1.93475 1.06634 4.22716
C -2.82446 2.23313 3.60945
C -0.65272 1.64508 4.81623
H -4.27481 -2.49978 2.44314
H -3.54288 -3.73213 3.57928
H -2.60814 -3.13269 2.17083
H -3.73215 -1.02518 3.94433
H -1.37236 -1.34543 5.47702
H -1.82891 -3.06426 5.24711
H -2.96452 -1.89847 6.00711
H 0.11662 -1.65996 3.96693
H 0.52643 -0.25475 3.01635
H 2.42391 0.27896 -2.10275
H 4.04382 -0.12897 -1.62951
H 4.97470 2.65740 -0.20446
H 2.44860 4.25099 -0.87117
H 4.11590 4.91294 -0.95523
H 3.41916 4.33569 0.61877
H 3.41680 2.70694 -2.89740
H 4.75089 1.65550 -2.58829
H 4.83588 3.53514 -2.75430
H 3.21456 -0.13467 1.62075
H 4.09591 2.69507 2.40737
H 3.72724 1.34731 3.45155
H 2.34563 2.17695 2.59225
H 5.88280 1.13928 1.81042
H 5.54288 0.48784 0.15823
H 5.31318 -0.58087 1.57815
H 5.32238 -1.58578 -0.64663
H 6.51813 -3.74256 0.17573
H 5.23038 -5.53816 1.14698
H 2.75293 -5.50454 1.12972
H 0.01205 -6.00354 -0.16380
H -0.98878 -7.09169 1.82003
H -0.77432 -5.90163 4.07487
H 0.16274 -3.67257 4.15425
H 2.86316 -4.68019 -2.07839
H 2.04875 -5.13533 -4.43325
H -0.25171 -5.16329 -4.83348
H -1.79581 -3.62672 -3.47951
H -2.60917 -1.70757 -0.39746
H -2.79601 -2.20535 -2.05182
H -3.55380 1.85978 -2.15818
H -4.25695 0.23489 0.38456
H -4.45616 2.02654 0.05615
H -2.89074 1.44629 0.53847
H -4.78760 -0.91955 -1.64047
H -4.62657 -0.15941 -3.21127
H -5.70709 0.51366 -1.96662
H -2.85787 -0.97806 -3.99147
H -1.88534 1.89706 -4.21304
H -3.54137 1.24525 -4.34764
H -2.36329 0.97345 -5.67743
H -0.10815 0.08456 -4.54963
H -0.95280 -1.54185 -5.13479
H -0.22130 -1.31885 -3.54348
H -2.50284 0.72224 5.04444
H -2.33903 2.77262 2.79147
H -3.10973 2.87452 4.47343
H -3.70136 1.82345 3.10214
H -0.08039 2.22584 4.10019
H -0.05596 0.88412 5.31581
H -0.96025 2.37136 5.59513
O -1.17508 4.25854 0.74647
H -1.55074 4.84531 0.08986
H -1.02876 4.82684 1.48974
O 0.11782 3.71309 -2.30712
H 0.51941 3.52726 -3.15749
H -0.49071 4.43870 -2.45097
C -3.03291 7.38470 -1.20888
C -1.62205 7.31980 -1.13965
C -0.91390 6.75218 -2.20113
N -1.51683 6.11358 -3.22091
C -2.86691 6.30367 -3.36844
C -3.68136 6.88505 -2.36860
H -3.58586 7.85273 -0.42515
H -1.12718 7.83126 -0.35680
H 0.14510 6.69668 -2.13700
H -3.35725 6.00643 -4.32855
H -4.77502 6.88740 -2.52733
*
```

Atom charges from the Mulliken analysis, given in e for atoms 1 to 5: atom 1 (Tl): 1.54, atom 2 (C): -0.97, atom 3 (C): 0.28, atom 4 (C): -1.61, atom 5 (P): 0.61